[1]
Density functional theory data (the ωB97M-V functional and the def2-TZVPD basis) for a molecular structure, C23H44CuKN3O15.

Cartesian coordinates (Å):
K 5.66 -0.06 0.25
Cu 1.39 -0.95 -3.62
N 2.25 -0.97 -0.89
O 1.07 -1.10 -0.91
O 2.85 -1.05 -1.96
O 2.87 -0.61 0.09
C 3.41 2.82 -3.67
C 2.99 3.99 -3.12
C 1.62 4.15 -2.53
O 1.17 5.29 -2.03
C 0.74 3.16 -2.57
C 1.10 1.84 -3.10
C 2.50 1.71 -3.71
O 2.62 0.64 -4.29
O 0.34 0.82 -3.12
O 3.87 5.04 -3.10
H 4.43 2.55 -3.88
H -0.27 3.36 -2.24
C -1.18 0.93 0.55
C -1.86 1.32 1.83
O -3.21 1.87 1.60
C -3.31 3.16 1.56
O -2.50 4.01 1.77
O -4.59 3.35 1.33
C -5.04 4.63 1.09
H -1.24 1.82 -0.07
H -1.67 0.06 0.12
H -0.12 0.85 0.80
H -1.35 2.08 2.42
H -2.01 0.41 2.42
H -6.10 4.55 0.84
H -4.59 5.12 0.23
H -5.00 5.17 2.04
C 0.75 -0.10 -6.92
O 0.37 -0.83 -5.71
C -0.94 -1.45 -5.70
C -1.40 -1.56 -4.20
N -0.43 -2.29 -3.32
C -0.30 -3.65 -3.79
C 0.64 -4.51 -2.90
O -0.02 -4.56 -1.63
C 0.87 -5.05 -0.67
H 0.05 0.70 -7.16
H 0.85 -0.82 -7.73
H 1.80 0.18 -6.97
H -0.80 -2.34 -6.30
H -1.61 -0.77 -6.21
H -2.35 -2.10 -4.18
H -1.57 -0.55 -3.83
H -0.88 -2.52 -2.45
H 0.13 -3.78 -4.79
H -1.23 -4.22 -3.78
H 1.58 -3.95 -2.88
H 0.89 -5.40 -3.46
H 0.46 -4.60 0.23
H 1.94 -4.89 -0.81
H 0.77 -6.13 -0.50
C -2.95 3.78 5.08
O -2.15 3.10 6.00
C -2.87 2.43 7.03
C -2.05 1.18 7.45
N -2.00 0.12 6.41
C -0.89 -0.81 6.57
C -0.63 -1.55 5.19
O 0.03 -0.61 4.37
C 0.69 -1.23 3.21
H -3.54 2.95 4.70
H -2.35 4.34 4.35
H -3.59 4.56 5.50
H -3.90 2.09 6.94
H -2.85 3.08 7.90
H -2.21 0.94 8.51
H -1.00 1.44 7.59
H -1.86 0.67 5.58
H -1.06 -1.69 7.19
H 0.06 -0.38 6.89
H -1.57 -1.85 4.73
H -0.03 -2.43 5.40
H 1.42 -0.62 2.68
H -0.12 -1.44 2.51
H 1.27 -2.10 3.50
C 6.62 -3.61 -2.38
O 5.74 -2.80 -1.59
H 6.16 -4.57 -2.62
H 6.82 -3.24 -3.38
H 7.53 -3.91 -1.85
H 4.88 -2.56 -1.95

- F_max (eV/A) = 8.1
- total charge = +1
- E_tot (eV) = -120694.365
- multiplicity = 3

***

[2]
Density functional theory data (the ωB97M-V functional and the def2-TZVPD basis) for 5 unconnected molecules or ions with the total composition C23H44FNO14.

Cartesian coordinates (Å):
H 2.79 0.32 -4.51
N 2.90 0.17 -3.51
C 2.11 0.95 -2.84
C 2.06 0.88 -1.30
C 1.18 2.00 -3.50
C -0.28 1.93 -3.01
O -1.05 2.97 -3.66
C -0.76 4.24 -3.20
O -0.82 4.59 -2.02
C -0.95 0.55 -3.23
C -2.44 0.63 -3.64
F -0.26 -0.19 -4.23
H 1.21 0.24 -1.00
H 3.00 0.49 -0.89
H 1.85 1.89 -0.90
H 1.63 2.99 -3.24
H 1.23 1.91 -4.60
H -0.31 2.15 -1.92
H -0.45 4.95 -3.99
H -0.87 -0.02 -2.27
H -2.87 -0.39 -3.56
H -2.48 0.93 -4.71
H -2.99 1.35 -3.02
C 0.19 -2.81 -5.73
C -1.22 -2.51 -6.19
O -1.45 -2.95 -7.54
C -1.64 -4.25 -7.69
O -1.68 -5.08 -6.82
O -1.80 -4.49 -9.00
C -1.96 -5.88 -9.32
H 0.91 -2.37 -6.42
H 0.36 -2.39 -4.74
H 0.37 -3.88 -5.69
H -1.39 -1.44 -6.20
H -1.96 -2.97 -5.53
H -2.77 -6.32 -8.74
H -1.03 -6.42 -9.13
H -2.20 -5.92 -10.37
C 4.59 3.65 4.31
C 3.83 2.58 3.55
O 2.62 3.10 2.96
C 2.82 3.82 1.86
O 3.88 4.05 1.34
O 1.63 4.24 1.41
C 1.73 5.10 0.26
H 3.94 4.12 5.05
H 5.44 3.21 4.82
H 4.95 4.42 3.64
H 3.49 1.80 4.23
H 4.45 2.12 2.78
H 2.33 4.64 -0.53
H 2.18 6.05 0.55
H 0.72 5.26 -0.11
C -0.07 1.53 2.91
C -0.81 1.59 1.60
O -1.00 0.28 1.05
C -1.96 -0.45 1.62
O -2.70 -0.08 2.50
O -1.97 -1.65 1.04
C -2.94 -2.56 1.55
H 0.87 1.00 2.80
H 0.15 2.54 3.28
H -0.66 1.01 3.67
H -0.23 2.14 0.86
H -1.78 2.09 1.70
H -3.94 -2.12 1.53
H -2.68 -2.87 2.56
H -2.92 -3.43 0.89
C 0.45 -2.17 9.47
C -0.16 -3.35 8.74
O -1.36 -2.99 8.04
C -1.18 -2.33 6.90
O -0.11 -2.07 6.40
O -2.37 -2.04 6.39
C -2.32 -1.28 5.18
H -0.28 -1.71 10.13
H 1.31 -2.50 10.06
H 0.79 -1.41 8.76
H -0.47 -4.11 9.46
H 0.54 -3.81 8.05
H -1.69 -1.78 4.44
H -1.94 -0.28 5.37
H -3.34 -1.21 4.80

- F_max (eV/A) = 3.4
- E_tot (eV) = -57437.600
- energy relative to the best compared isomer or geometry (same formula, charge and spin) (kcal per mole) = 0.0
- SMILES = [H]/N=C(/C)C[C@@H](OC=O)[C@@H](C)F.CCOC(=O)OC.CCOC(=O)OC.CCOC(=O)OC.CCOC(=O)OC

***

[3]
Density functional theory data (the ωB97M-V functional and the def2-TZVPD basis) for a molecular structure, C23H44GeIN2O2OsPS.

Cartesian coordinates (Å):
Os -0.27 -1.53 1.47
C -3.09 -0.47 3.63
C -3.60 -0.88 2.25
P -2.57 -2.05 1.33
C -2.27 -3.58 2.29
C -0.86 -3.39 2.88
C -3.31 -2.42 -0.28
C -4.75 -2.92 -0.11
H -3.84 0.17 4.11
H -2.17 0.11 3.58
H -2.94 -1.32 4.29
H -3.78 -0.02 1.60
H -4.56 -1.41 2.34
H -2.29 -4.43 1.60
H -3.01 -3.76 3.07
H 0.02 -3.24 2.07
H -0.40 -4.33 3.19
H -0.80 -2.70 3.72
H -2.68 -3.17 -0.75
H -3.26 -1.51 -0.88
H -4.81 -3.80 0.53
H -5.12 -3.21 -1.09
H -5.42 -2.15 0.27
C 2.63 -5.01 -2.27
N 1.68 -3.95 -1.91
C 1.49 -3.52 -0.69
N 2.13 -4.02 0.35
S 0.31 -2.16 -0.56
H 2.65 -5.09 -3.35
H 2.31 -5.97 -1.85
H 3.63 -4.75 -1.92
H 1.14 -3.53 -2.65
H 2.79 -4.78 0.24
H 2.07 -3.60 1.26
C -0.49 3.22 -4.84
C -0.81 2.79 -3.41
C -1.01 1.28 -3.27
C -1.29 0.91 -1.81
Ge 0.11 1.75 -0.78
C 1.97 1.30 -1.07
C 2.63 2.23 -2.12
C 4.11 1.93 -2.28
C 4.77 2.84 -3.32
H -0.30 4.29 -4.89
H -1.33 3.00 -5.50
H 0.39 2.70 -5.23
H -1.69 3.32 -3.04
H 0.04 3.11 -2.76
H -0.12 0.76 -3.63
H -1.84 0.95 -3.91
H -1.28 -0.17 -1.65
H -2.26 1.29 -1.48
H -0.15 3.11 -0.14
H 2.04 0.26 -1.39
H 2.50 1.40 -0.11
H 2.50 3.28 -1.82
H 2.12 2.12 -3.08
H 4.23 0.88 -2.58
H 4.61 2.04 -1.32
H 4.29 2.74 -4.29
H 5.82 2.60 -3.44
H 4.70 3.89 -3.02
I 1.34 6.05 5.38
C 0.96 4.32 4.37
C 1.62 3.13 4.74
C 1.36 1.97 4.07
C 0.46 1.98 2.97
C -0.20 3.18 2.60
C 0.04 4.33 3.30
C 0.21 0.79 2.30
O 0.30 -0.39 2.90
O -0.19 0.58 1.05
H 2.33 3.14 5.56
H 1.86 1.06 4.37
H -0.92 3.19 1.79
H -0.48 5.25 3.04

- F_max (eV/A) = 0.8
- total charge = +4
- E_tot (eV) = -118807.059
- energy relative to the best compared isomer or geometry (same formula, charge and spin) (kcal per mole) = 13.2

***

[4]
Density functional theory data (the ωB97M-V functional and the def2-TZVPD basis) for a molecular structure, C23H44IN3O3.

Cartesian coordinates (Å):
C 7.50 1.23 2.06
C 7.37 0.36 0.69
C 5.94 -0.37 0.71
C 5.69 -1.38 -0.52
C 4.49 -0.93 -1.52
C 3.09 -1.35 -0.84
C 2.00 -0.16 -0.89
C 0.68 -0.70 -0.09
C -0.64 -0.66 -1.02
C -0.38 -1.62 -2.29
C -1.69 -2.03 -3.13
C -3.06 -2.08 -2.29
O -3.43 -3.38 -1.77
C -2.32 -4.19 -1.47
N -1.38 -4.95 -1.30
N -3.11 -0.97 -1.24
C -4.50 -0.78 -0.65
C -5.09 0.68 -1.03
C -4.21 1.90 -0.45
C -4.63 3.34 -1.00
O -5.39 3.51 -2.00
O -4.11 4.47 -0.30
C -2.70 4.68 -0.58
C -1.77 4.56 0.77
C -2.01 -1.07 -0.22
N -2.20 -0.13 0.95
C -2.23 -0.86 2.25
C -0.80 -1.08 2.95
C -0.88 -1.76 4.43
H 7.78 0.56 2.96
H 8.31 2.01 1.90
H 6.50 1.78 2.23
H 8.24 -0.39 0.61
H 7.49 1.10 -0.19
H 5.76 -0.92 1.71
H 5.10 0.44 0.67
H 5.42 -2.41 -0.06
H 6.65 -1.52 -1.15
H 4.62 -1.37 -2.57
H 4.53 0.23 -1.62
H 2.63 -2.31 -1.27
H 3.31 -1.53 0.28
H 1.74 0.21 -1.95
H 2.46 0.73 -0.30
H 0.57 0.02 0.81
H 0.85 -1.79 0.22
H -0.81 0.44 -1.34
H 0.27 -2.52 -1.96
H 0.30 -1.02 -3.02
H -1.84 -1.18 -3.91
H -1.51 -2.98 -3.77
H -3.90 -1.79 -3.03
H -2.92 -0.10 -1.78
H -5.18 -1.54 -1.22
H -4.59 -1.05 0.45
H -6.14 0.78 -0.60
H -5.20 0.73 -2.19
H -3.10 1.75 -0.76
H -4.23 1.85 0.69
H -2.47 5.73 -1.00
H -2.28 3.93 -1.35
H -1.51 5.61 1.22
H -2.25 3.90 1.57
H -0.73 4.07 0.51
H -1.87 -2.11 0.25
H -1.50 0.63 0.92
H -2.75 -1.89 2.20
H -2.88 -0.23 2.99
H -0.20 -0.09 2.96
H -0.20 -1.83 2.30
H -1.96 -2.06 4.65
H -0.45 -1.00 5.17
H -0.20 -2.69 4.42
I -2.14 5.53 3.12

- F_max (eV/A) = 6.9
- E_tot (eV) = -43266.808

***

[5]
Density functional theory data (the ωB97M-V functional and the def2-TZVPD basis) for a molecular structure, C23H44IrNP3S.

Cartesian coordinates (Å):
Ir -0.21 0.74 0.58
P 1.69 1.93 1.30
P -1.58 0.93 2.36
P -1.16 2.47 -0.45
H 0.57 -3.18 -5.80
C 0.57 -2.07 -6.00
C 1.73 -1.37 -5.98
H 2.53 -1.68 -5.27
C 3.17 1.00 1.84
C 1.37 3.13 2.65
C 2.50 2.96 0.00
C -2.95 -0.21 1.88
C -1.04 0.28 4.01
C -2.27 2.59 2.72
C -0.76 2.89 -2.21
C -0.86 4.20 0.22
C -2.97 2.18 -0.63
H -0.38 -1.60 -6.35
H 1.95 -0.65 -6.81
H 3.33 0.15 1.16
H 3.07 0.62 2.86
H 4.07 1.63 1.81
H 0.92 2.62 3.52
H 0.69 3.92 2.31
H 2.31 3.61 2.98
H 2.99 2.31 -0.73
H 3.27 3.59 0.46
H 1.81 3.62 -0.54
H -3.70 -0.16 2.69
H -2.54 -1.23 1.78
H -3.37 0.12 0.91
H -1.77 0.67 4.75
H -0.01 0.63 4.25
H -1.08 -0.83 3.97
H -2.95 2.48 3.58
H -2.82 2.95 1.83
H -1.45 3.28 2.97
H -1.38 3.74 -2.51
H -0.97 2.05 -2.89
H 0.29 3.17 -2.35
H -1.43 4.90 -0.40
H 0.20 4.47 0.15
H -1.17 4.35 1.26
H -3.36 2.86 -1.40
H -3.58 2.31 0.28
H -3.12 1.15 -0.99
C 0.49 -1.12 -2.56
C -0.92 -1.10 -2.79
C -1.50 -2.25 -3.47
C -0.77 -3.48 -3.52
C 0.58 -3.55 -3.13
C 1.20 -2.35 -2.74
S 1.70 0.10 -2.13
H 0.92 1.10 -1.75
H -1.45 -0.20 -2.44
H -2.50 -2.15 -3.97
H -1.14 -4.43 -3.96
H 1.20 -4.49 -3.20
H 2.29 -2.27 -2.60
C 1.16 -5.22 2.73
C 0.76 -3.88 2.19
C 1.28 -2.73 2.82
C 1.00 -1.46 2.30
N 0.20 -1.27 1.23
C -0.34 -2.37 0.65
C -0.04 -3.67 1.07
H 2.22 -5.21 3.00
H 0.61 -5.44 3.64
H 0.99 -6.03 2.03
H 1.93 -2.80 3.71
H 1.44 -0.58 2.80
H -1.03 -2.18 -0.18
H -0.45 -4.50 0.50

- F_max (eV/A) = 2.8
- total charge = +3
- E_tot (eV) = -67566.456
- multiplicity = 5
- energy relative to the best compared isomer or geometry (same formula, charge and spin) (kcal per mole) = 5.6

***

[6]
Density functional theory data (the ωB97M-V functional and the def2-TZVPD basis) for a molecular structure, C23H44LaNOP3.

Cartesian coordinates (Å):
La -0.07 0.62 -0.24
P -1.12 -2.16 1.30
P 2.16 0.32 1.72
P 0.62 -1.89 -1.42
H -2.31 1.60 -2.25
C -2.46 0.60 -2.70
C -3.32 -0.26 -2.15
H -3.95 0.03 -1.30
C -2.29 -2.27 2.74
C 0.25 -3.06 2.12
C -1.90 -3.49 0.30
C 3.10 1.78 1.11
C 2.10 0.73 3.50
C 3.60 -0.85 1.75
C -0.45 -2.46 -2.79
C 1.70 -3.30 -0.98
C 1.84 -0.96 -2.40
H -1.89 0.43 -3.61
H -3.47 -1.28 -2.50
H -3.27 -1.84 2.47
H -1.87 -1.71 3.59
H -2.41 -3.33 3.02
H 0.67 -2.43 2.92
H 1.05 -3.31 1.42
H -0.14 -3.99 2.57
H -2.84 -3.09 -0.12
H -2.13 -4.35 0.93
H -1.26 -3.81 -0.53
H 3.85 1.91 1.90
H 2.46 2.68 1.04
H 3.67 1.62 0.19
H 3.06 1.12 3.87
H 1.86 -0.16 4.10
H 1.32 1.48 3.70
H 4.41 -0.40 2.35
H 3.94 -1.02 0.72
H 3.34 -1.81 2.22
H 0.18 -2.53 -3.69
H -1.26 -1.74 -2.96
H -0.88 -3.45 -2.56
H 2.25 -3.59 -1.88
H 1.14 -4.16 -0.59
H 2.43 -2.98 -0.21
H 2.18 -1.65 -3.18
H 2.69 -0.63 -1.78
H 1.40 -0.10 -2.90
C 1.83 2.15 -3.26
C 2.84 3.02 -2.83
C 3.73 3.52 -3.80
C 3.58 3.23 -5.17
C 2.64 2.25 -5.55
C 1.79 1.67 -4.56
O 0.75 1.74 -2.28
H 0.34 2.59 -2.00
H 2.99 3.22 -1.78
H 4.60 4.10 -3.52
H 4.24 3.70 -5.91
H 2.50 1.95 -6.60
H 1.10 0.85 -4.78
C -4.97 2.48 4.45
C -3.98 1.96 3.44
C -4.29 0.95 2.54
C -3.36 0.53 1.58
N -2.10 1.06 1.46
C -1.77 1.99 2.41
C -2.68 2.46 3.35
H -5.92 1.93 4.37
H -4.59 2.38 5.47
H -5.18 3.55 4.28
H -5.28 0.50 2.59
H -3.65 -0.27 0.87
H -0.75 2.39 2.39
H -2.41 3.26 4.03

- F_max (eV/A) = 2.5
- total charge = +3
- E_tot (eV) = -56803.895
- energy relative to the best compared isomer or geometry (same formula, charge and spin) (kcal per mole) = 0.2